(1)
Computed, not measured: an isolated molecule of C4H7NO2, with the ωB97M-V functional and the def2-TZVPD basis.

The SMILES is O[C@@H]1CN=COC1. The HOMO-LUMO gap is 10.72 eV. As for the LUMO energy: 0.8 eV. As for the energy: -361.8281 a.u. As for the relative energy (zero: lowest compared OMol25 entry of this formula, charge and spin): 33.1 kcal/mol.

Cartesian coordinates (Å):
O -1.006942 -0.578498 1.456914
C -0.981326 -0.029198 0.152582
C -0.260517 -0.937292 -0.840993
N 1.146000 -1.074754 -0.460208
C 1.686126 -0.064538 0.082758
O 1.150429 1.135341 0.384198
C -0.248452 1.305543 0.115723
H -0.263034 -1.188884 1.559763
H -2.026554 0.138893 -0.126115
H -0.311371 -0.522583 -1.857873
H -0.726780 -1.926889 -0.876681
H 2.730033 -0.095742 0.393616
H -0.361072 1.757926 -0.878572
H -0.621927 2.002461 0.868651

Atoms 1-6, force components in eV/Å:
O 0.141 -0.147 0.068
C -0.005 0.164 -0.298
C -0.161 -0.036 -0.009
N 0.134 0.304 0.104
C 0.060 -0.267 -0.052
O 0.042 -0.095 -0.012


(2)
Computed, not measured: C5H7NO as an isolated structure, with the ωB97M-V functional and the def2-TZVPD basis.

The HOMO-LUMO gap is 10.36 eV. As for the LUMO energy: 0.8 eV. As for the energy: -324.6175 a.u. As for the relative energy (zero: lowest compared OMol25 entry of this formula, charge and spin): 67.1 kcal/mol.

Cartesian coordinates (Å):
O -1.287438 -0.221832 -1.578734
C -0.766034 -0.734188 -0.381227
C 0.720205 -0.956491 -0.220801
C 1.342199 0.316485 0.220506
C 0.277849 1.389069 0.293848
C -0.596351 0.233634 0.792567
N 0.661677 -0.551639 1.216841
H -1.851798 -0.888543 -1.983360
H -1.305633 -1.627413 -0.042419
H 1.313335 -1.804803 -0.550794
H 2.421494 0.438754 0.237358
H -0.022229 1.919982 -0.614331
H 0.497760 2.089619 1.104475
H -1.405037 0.397366 1.506070

Atoms 1-6, force components in eV/Å:
O -0.131 -0.070 -0.150
C 0.122 -0.105 0.294
C 0.133 -0.274 -0.290
C 0.342 0.155 -0.099
C -0.006 0.068 -0.050
C -0.425 0.152 0.197